Formula: C5H7BEuNO7P
Source: OMol25
Level of theory: wB97M-V/def2-TZVPD

```
23
C5H7BEuNO7P (wB97M-V/def2-TZVPD)
N -2.5164 -0.8684 -2.3088
B -1.2987 -0.0834 -1.8741
O -1.0653 1.1210 -2.4552
C -0.3695 -0.7486 -0.7365
C -0.0216 -0.1657 0.4455
C -0.3269 1.2066 1.0249
P 1.2546 1.8476 1.8106
O 1.3287 1.4906 3.2569
O 1.3157 3.4620 1.6824
O 2.5654 1.3106 0.9987
C 0.8096 -1.2210 1.1145
O 1.3193 -1.2682 2.1306
O 0.9890 -2.3664 0.3114
C 0.2371 -2.1428 -0.7762
O 0.0375 -3.0001 -1.6797
H -3.0534 -0.9936 -1.4386
H -2.1238 -1.7909 -2.4646
H -0.6146 1.0401 -3.3073
H -0.6568 1.9456 0.2743
H -1.1269 1.1065 1.7820
H 2.1346 3.6813 2.1600
H 2.8913 0.5308 1.4724
Eu -1.7088 -4.0935 -1.4230
```

Spin multiplicity   8
Lowest unoccupied orbital energy (alpha / beta)   -9.7 / -9.5 eV
HOMO (alpha / beta)   -15.63 / -15.63 eV
Total charge   +2
Gap between HOMO and LUMO (alpha / beta)   5.96 / 6.10 eV

Results of the Löwdin charge analysis, in e, for atoms 1 through 8: 0.1488, -0.4638, 0.2084, 0.0683, -0.0568, -0.0716, 0.5088, -0.2621

=====

Formula: C3H8O2P
Source: OMol25
Level of theory: wB97M-V/def2-TZVPD

```
14
C3H8O2P (wB97M-V/def2-TZVPD)
C -0.2096 -0.1436 -1.3652
C 0.6846 -0.1839 -0.1689
C -0.0627 -0.7963 0.9945
P 1.4310 1.5114 0.3722
O 2.6198 1.0519 1.1660
O 1.9442 1.8726 -1.1892
H -1.2870 -0.4907 -1.2355
H -0.1803 0.8604 -1.6834
H 0.0705 -0.6332 -2.3501
H 1.8080 -0.8646 -0.2874
H -1.0678 -0.3890 0.9213
H 0.3373 -0.4681 1.9901
H 0.0152 -1.8865 1.0590
H 2.7089 1.3503 -1.3789
```

Lowest unoccupied orbital energy   4.3 eV
HOMO   -2.58 eV
Total charge   -1
Gap between HOMO and LUMO   6.84 eV
SMILES string   CC(C)P([O-])O

Results of the Löwdin charge analysis, in e, for atoms 1 through 8: -0.2009, -0.5955, -0.2109, 0.4904, -0.5777, -0.3768, 0.0741, 0.0084

=====

Formula: C25H47BrClN2O9PS
Source: OMol25
Level of theory: wB97M-V/def2-TZVPD

```
87
C25H47BrClN2O9PS (wB97M-V/def2-TZVPD)
C 1.3518 -6.1812 -4.2439
C 0.5256 -6.7215 -3.0941
O 0.6231 -5.8210 -2.0008
C -0.2962 -6.0951 -0.9656
C -1.6083 -5.3130 -1.2509
C -1.3810 -3.8768 -1.7333
C -2.6589 -5.4206 -0.0883
P -3.3509 -3.7506 0.4590
O -4.7366 -4.2507 1.1342
Br -2.1270 -3.1060 2.1971
S -2.0415 -6.4533 1.2103
O -1.9342 -7.8077 0.7653
O -2.7985 -6.1989 2.3981
O -0.6024 -5.8437 1.4631
C 0.3717 -5.8332 0.3979
Cl 1.0925 -4.1842 0.4270
C 1.4843 -6.7941 0.7920
C 2.3044 -7.4209 -0.1367
C 3.3214 -8.2570 0.2763
C 3.5481 -8.4732 1.6251
C 2.7280 -7.8543 2.5552
C 1.7102 -7.0222 2.1463
H 2.3429 -5.8835 -3.9065
H 1.4390 -6.9550 -5.0081
H 0.8447 -5.3252 -4.6910
H 0.8718 -7.7202 -2.7966
H -0.5149 -6.8413 -3.4188
H -0.5217 -7.1654 -0.9950
H -2.0610 -5.8342 -2.0978
H -1.0204 -3.2075 -0.9555
H -0.6634 -3.8698 -2.5506
H -2.3193 -3.4839 -2.1275
H -3.5313 -5.9838 -0.4287
H -4.6001 -4.7525 1.9549
H 2.1798 -7.2541 -1.1926
H 3.9629 -8.7311 -0.4564
H 4.3535 -9.1145 1.9589
H 2.9047 -8.0187 3.6109
H 1.0925 -6.5473 2.8951
C 1.2749 4.4007 2.3900
O 1.1108 3.4083 3.3865
C -0.2375 3.1395 3.7413
C -0.6879 1.7850 3.2391
N -0.8149 1.7710 1.7892
C -0.9978 0.4464 1.2032
C 0.0996 -0.5939 1.3935
O 1.3034 -0.3115 0.7027
C 2.1853 0.5862 1.3470
H 2.3333 4.6567 2.3619
H 0.9780 4.0510 1.3982
H 0.7055 5.3013 2.6299
H -0.9019 3.9297 3.3771
H -0.2862 3.1366 4.8341
H -1.6618 1.5506 3.6807
H 0.0345 1.0448 3.6106
H 0.0061 2.1988 1.3822
H -1.1282 0.5865 0.1268
H -1.9354 0.0294 1.5841
H -0.2663 -1.5280 0.9689
H 0.3047 -0.8003 2.4524
H 2.1418 0.4846 2.4350
H 1.9834 1.6267 1.0761
H 3.1954 0.3464 1.0145
C 0.0512 8.7521 -4.2918
O 0.4420 9.4886 -3.1517
C -0.6088 10.1983 -2.5094
C -0.9589 9.5848 -1.1714
N -1.6006 8.2879 -1.3306
C -1.7487 7.5187 -0.0998
C -0.4937 7.1160 0.6664
O 0.3159 6.1573 0.0129
C 1.2030 6.6751 -0.9608
H 0.9608 8.4291 -4.7950
H -0.5357 7.8632 -4.0342
H -0.5312 9.3685 -4.9832
H -1.4898 10.2570 -3.1556
H -0.2495 11.2166 -2.3377
H -1.6440 10.2573 -0.6461
H -0.0304 9.5292 -0.5864
H -1.0727 7.7400 -1.9967
H -2.2820 6.6001 -0.3558
H -2.3970 8.0817 0.5798
H -0.8294 6.6373 1.5901
H 0.1110 7.9811 0.9667
H 1.5702 7.6678 -0.6875
H 0.7429 6.7204 -1.9517
H 2.0517 5.9933 -1.0229
```

Lowest unoccupied orbital energy   0.5 eV
HOMO   -8.39 eV
Gap between HOMO and LUMO   8.88 eV
SMILES string   CCO[C@@H]1[C@H](C)[C@H](P(O)Br)S(=O)(=O)O[C@@]1(Cl)c1ccccc1.COCCNCCOC.COCCNCCOC

Results of the Löwdin charge analysis, in e, for atoms 1 through 8: -0.0549, -0.2640, -0.1613, -0.3206, -0.2976, -0.1061, -0.4493, 0.6094

=====

Formula: C2H6N4
Source: OMol25
Level of theory: wB97M-V/def2-TZVPD

```
12
C2H6N4 (wB97M-V/def2-TZVPD)
C 1.8473 -0.2137 0.6174
C -1.6588 -0.0341 -0.2299
N -0.5663 -0.4565 -0.2006
N 1.2209 -0.5871 1.5152
N 2.4125 0.0830 -0.4612
N -2.7242 0.6101 -0.1809
H -0.0141 -1.2908 -0.4505
H 1.1199 -0.9742 2.5399
H 2.5891 1.1177 -0.6214
H 2.5031 -0.5313 -1.1895
H -3.1783 1.1141 -0.8776
H -3.3585 0.5018 0.6653
```

Lowest unoccupied orbital energy   -8.2 eV
HOMO   -20.68 eV
Total charge   +2
Gap between HOMO and LUMO   12.47 eV

Results of the Löwdin charge analysis, in e, for atoms 1 through 8: -0.1999, -0.1050, 0.2843, 0.3170, 0.2793, 0.2918, 0.1627, 0.2443

=====

Formula: C8H18NO2S
Source: OMol25
Level of theory: wB97M-V/def2-TZVPD

```
30
C8H18NO2S (wB97M-V/def2-TZVPD)
C -2.0802 2.5363 -0.1705
C 2.0992 0.2761 -1.4025
C 1.4330 -2.3268 2.0206
C -1.0146 0.1224 -1.8360
C -1.1787 1.4111 0.3965
C 1.1067 1.3521 -0.7470
C 0.6655 -1.0444 1.7191
C -0.2319 0.6284 -0.5898
N 0.3394 -1.1252 0.3065
O -0.5819 -3.5256 0.1561
O -2.1628 -1.8234 0.8883
S -1.0719 -2.1184 -0.0768
H -1.4221 3.2057 -0.8186
H -2.4580 3.0094 0.7620
H -2.8352 2.0998 -0.8651
H 3.2059 0.3195 -1.0455
H 1.8314 -0.6771 -1.0110
H 1.8407 0.3216 -2.4807
H 1.8380 -2.2657 3.1169
H 0.9547 -3.3661 1.9294
H 2.2762 -2.2950 1.4383
H -1.0946 0.8177 -2.7200
H -0.5081 -0.7942 -2.1856
H -2.0708 -0.1507 -1.6702
H -1.8730 0.7581 0.8299
H -0.5005 1.8607 1.1748
H 1.5914 1.6769 0.1299
H 0.9075 2.2015 -1.5112
H -0.2728 -0.9655 2.3981
H 1.2675 -0.1192 1.8640
```

Lowest unoccupied orbital energy   3.3 eV
HOMO   -3.22 eV
Total charge   -1
Gap between HOMO and LUMO   6.56 eV

Results of the Löwdin charge analysis, in e, for atoms 1 through 8: -0.1132, -0.1111, -0.1341, -0.1384, -0.2429, -0.2087, -0.3653, -0.3070

=====

Formula: C19H32F3NO4P
Source: OMol25
Level of theory: wB97M-V/def2-TZVPD

```
60
C19H32F3NO4P (wB97M-V/def2-TZVPD)
C 3.5744 -0.8158 0.9162
C 3.1096 0.1768 -0.0928
C 3.3856 1.5404 0.0593
C 2.9660 2.4537 -0.9106
C 2.2275 2.0692 -2.0428
C 1.8364 3.0740 -3.1129
C 0.3317 3.0731 -3.4805
C 2.2568 4.4999 -2.7852
C 1.9286 0.7007 -2.1751
O 1.2421 0.3204 -3.3115
C 0.3878 -0.8249 -3.2351
P -1.2400 -0.5724 -2.2600
C -2.9035 -0.3819 -1.2782
C -2.9989 0.8849 -0.5193
O -2.5244 1.9018 -0.9490
N -3.6880 0.8231 0.7400
C -2.6974 0.4638 1.7985
C -4.3212 2.1266 1.0209
C 2.3881 -0.2168 -1.2257
H 4.6588 -0.7656 1.0212
H 3.1252 -0.6301 1.8874
H 3.3263 -1.8295 0.6243
H 3.9304 1.8805 0.9260
H 3.2287 3.4868 -0.7572
H 2.3887 2.7904 -4.0102
H -0.0903 4.0694 -3.4041
H 0.1998 2.7451 -4.5085
H -0.2268 2.3822 -2.8669
H 1.9076 5.1737 -3.5636
H 1.8060 4.8237 -1.8497
H 3.3337 4.6205 -2.7086
H 0.8863 -1.7013 -2.8256
H 0.1306 -1.0704 -4.2651
H -1.8870 -0.1306 -3.4485
H -1.2560 -1.9609 -1.9675
H -0.5806 0.2678 -1.3300
H -3.0721 -1.2529 -0.6492
H -3.7234 -0.3660 -1.9977
H -2.7530 1.1986 2.5948
H -2.9305 -0.5106 2.2076
H -1.6781 0.4539 1.4261
H -4.8035 2.5015 0.1273
H -5.0555 1.9723 1.8049
H -3.5946 2.8729 1.3385
H 2.1701 -1.2639 -1.3458
C -1.4674 -3.5664 4.7463
C 0.0296 -3.8596 4.7184
O 0.5436 -4.3357 3.5014
C 0.8691 -3.3467 2.4582
O 1.4992 -2.2928 2.8624
C -0.4032 -2.9673 1.6360
F -1.2813 -3.9945 1.4550
F -0.0457 -2.5939 0.3762
F -1.1247 -1.9369 2.1135
H -2.0216 -4.3519 4.2309
H -1.8145 -3.5116 5.7828
H -1.7053 -2.6159 4.2756
H 0.2207 -4.6693 5.4321
H 0.6034 -2.9920 5.0617
H 1.3961 -4.0192 1.7334
```

Lowest unoccupied orbital energy   2.8 eV
HOMO   -4.15 eV
Total charge   -1
Gap between HOMO and LUMO   6.98 eV

Results of the Löwdin charge analysis, in e, for atoms 1 through 8: -0.0518, -0.2592, -0.0473, -0.0338, -0.1251, -0.3520, -0.0498, -0.1044

=====

no.,total energy (hartree)
1,-1852.188181
2,-610.981057
3,-5541.122302
4,-298.080610
5,-918.951558
6,-1739.777372